Here is 6 unconnected molecules or ions with the total composition C37H87NO16PS7 from OMol25. Energies are from ωB97M-V with the def2-TZVPD basis set.

```
149
Properties=species:S:1:pos:R:3
H -1.388 -0.700 -3.785
H 2.118 -0.052 -0.936
O 3.544 -3.979 7.333
H -7.229 1.358 8.316
H 1.163 -4.985 5.000
C -3.161 -0.145 -5.582
H 5.237 -3.710 8.388
H -7.144 3.970 -2.074
C 0.829 4.968 -5.360
C 6.945 0.647 -3.848
H 0.369 4.547 -1.517
C 8.358 -0.104 -1.842
C 4.218 -1.812 8.297
C 0.529 -8.352 0.289
H -0.137 -8.164 -0.553
C 2.516 4.494 -1.610
H -2.766 1.446 -2.287
H 7.506 -0.123 -4.390
O -7.342 -0.502 6.183
S 4.274 1.361 -1.325
P -2.064 0.372 -3.015
H -5.499 -5.395 2.469
H -5.001 -2.909 7.264
H -0.565 3.481 -4.649
H -3.791 -4.958 2.438
C 3.645 4.198 -2.590
C -1.241 -0.219 -1.384
H 6.160 3.858 -4.725
O -5.001 -0.865 6.892
H -7.868 3.119 -0.670
C 1.838 -5.102 5.844
C -5.168 5.484 1.191
S -5.562 3.492 -0.414
S -0.249 -5.773 2.145
H 1.280 -5.271 6.761
H 7.169 1.671 -1.955
C -6.250 0.992 8.016
C -2.894 0.995 -4.717
O 0.532 -5.938 0.778
C 0.974 5.997 -2.996
O -6.843 -1.536 8.370
H -4.657 -3.536 4.822
H -5.487 -5.534 -0.050
H 1.047 2.860 -4.898
C 0.228 5.928 -4.328
C 5.838 2.945 -4.224
C 6.664 1.789 -4.819
H -5.436 -1.168 -0.775
H -0.306 1.933 -6.668
H -3.800 1.550 -4.469
H 8.592 1.707 -2.963
O -4.100 -2.352 2.247
C 6.700 -0.760 -0.027
O -5.291 -3.604 0.488
H 1.020 3.823 -2.970
C 1.348 -7.118 0.602
H 4.592 4.196 -2.038
N 3.424 2.965 -3.339
H 8.836 0.314 -0.951
H 6.053 3.031 -3.161
H 3.697 4.991 -3.342
O 0.684 -5.955 3.226
H 1.958 6.445 -3.169
H -6.166 -2.644 5.059
H 3.543 -1.990 9.134
H 6.605 0.323 0.072
C 0.020 0.568 -1.050
C 3.264 1.805 -2.536
C -0.675 -4.085 1.965
H -0.081 -8.652 1.139
C 1.148 4.651 -2.275
H -0.927 1.283 -3.261
C 4.656 -3.123 7.679
S 2.730 -3.606 6.011
H 7.319 -1.100 0.805
H 5.703 -1.181 0.097
H 3.696 -1.187 7.575
H 0.232 -3.488 1.947
H -1.297 -3.813 2.816
H -1.082 3.483 -6.988
H -4.288 -6.543 1.851
H 0.619 5.370 -6.355
C 0.292 3.518 -5.324
H 6.110 1.393 -5.676
S -6.497 -0.610 7.332
H 7.599 2.180 -5.230
H 1.113 -1.034 -2.023
H -3.189 5.194 0.364
C -4.572 -5.492 1.901
C -5.080 -2.575 5.113
H 1.969 -7.256 1.488
H 4.165 1.737 -4.818
H -5.822 1.632 7.250
H 2.783 5.440 -1.125
C 1.303 -0.028 -1.652
H 7.860 -2.090 -1.238
O -3.132 -2.547 -0.017
H -4.034 -0.775 -5.304
H -3.324 6.517 1.531
H 0.447 6.681 -2.326
H -4.755 -1.823 4.400
C 7.334 -1.140 -1.365
C -5.290 -1.087 0.300
H 6.572 -1.326 -2.122
H -3.963 6.701 -0.115
H -0.828 5.693 -4.168
O -4.461 3.613 -1.307
H 0.241 6.936 -4.754
H 5.271 -2.965 6.793
O 3.667 -3.454 4.939
C -4.625 -2.217 6.510
H -4.764 -0.164 0.543
H 0.162 0.577 0.037
H 4.002 3.405 -5.293
H -3.232 -0.524 -2.761
H 0.604 3.237 -7.459
O -2.491 -0.490 -6.540
H 2.536 -5.912 5.651
C -3.829 6.004 0.712
H 1.920 4.961 -5.267
S -4.281 -2.419 0.823
C -7.020 3.174 -1.346
H -2.154 1.628 -5.210
O -5.972 4.940 0.118
H -6.232 -1.137 0.840
H 2.005 -6.866 -0.228
C 4.327 2.760 -4.473
O -5.508 2.597 0.705
C -4.754 -4.947 0.501
S 1.863 0.947 -3.076
O -1.430 -6.583 2.129
H -5.590 0.908 8.875
H -0.104 1.615 -1.346
H -1.964 -0.159 -0.567
C -0.143 3.010 -6.695
H -1.241 -3.967 1.042
H -5.775 6.290 1.600
H 2.490 3.742 -0.821
H 1.198 -9.176 0.035
H -3.539 -2.217 6.573
C 7.768 1.063 -2.639
H -3.822 -4.963 -0.066
O 1.824 -2.537 6.306
H -6.858 2.222 -1.847
H 5.995 0.199 -3.549
H 5.094 -1.269 8.656
H -0.998 -1.281 -1.498
H -5.052 4.726 1.967
H 9.151 -0.589 -2.418
```

Summary:
HOMO-LUMO gap   0.2121 Ha
Relative energy (zero: lowest compared OMol25 entry of this formula, charge and spin)   0.000 eV
Total energy   -159161.6540 eV
Net charge   -1
HOMO energy   -3.89 eV

Here is a molecular structure, C37H91N6Na2O15 in a non-equilibrium geometry from OMol25. Energies are from ωB97M-V with the def2-TZVPD basis set.

```
151
Properties=species:S:1:pos:R:3
H -6.039 -1.827 -1.214
Na 4.601 -0.053 2.494
O -1.079 -1.734 4.305
H -7.269 5.168 2.415
O 5.623 -1.063 4.483
H -8.250 1.598 -3.767
O 1.258 1.258 -0.039
H -5.529 3.054 0.179
H -5.603 1.690 1.297
H 0.141 -0.545 -0.620
H 6.776 -2.715 4.905
C -3.856 -4.681 2.807
H -0.519 5.157 0.600
C 2.404 -4.514 2.957
H 5.154 -4.245 3.976
C -7.925 0.026 -1.893
H 2.224 -0.612 -5.148
H 2.935 1.344 -2.400
H 0.558 -1.430 -5.410
H -0.517 -0.005 3.193
H 2.231 2.563 -4.849
H 0.342 -1.564 2.718
C 5.381 2.268 -3.409
H -3.900 -6.625 3.664
H -4.407 -0.787 0.876
H 8.688 -0.080 -3.889
H 6.716 -2.290 3.186
C 4.875 -3.188 3.907
H 1.401 -4.760 2.575
O 0.609 -0.859 0.166
H -1.802 7.571 2.777
C 6.661 -0.122 4.760
C 5.509 -2.079 -1.012
H 1.292 -1.105 -3.846
H -7.208 -0.601 -2.422
C 1.566 1.862 -6.628
C 0.756 3.856 -3.120
H 5.901 3.224 -3.405
H 6.199 0.867 4.745
H 9.542 1.049 -2.869
C 1.168 -0.712 -4.862
N 4.859 2.104 -2.070
H -6.633 -2.669 0.143
C -8.157 -0.479 -0.470
H 7.114 -0.263 5.741
C -1.488 7.071 1.864
H -2.729 -0.852 3.203
C 3.162 -6.679 2.271
H -1.329 -7.429 4.055
H -2.183 5.340 -0.057
O -1.954 5.744 1.922
H -7.439 3.009 -3.146
C -6.111 -1.747 -0.124
C 8.745 0.981 -3.609
H 4.589 2.320 -4.167
H 3.485 -7.154 1.344
H -8.734 -1.388 -0.311
O -6.373 3.382 2.121
H -4.269 -2.549 4.262
C -3.551 -5.653 4.031
H -3.584 -5.297 1.946
H 1.211 2.362 -7.527
O 2.196 0.074 1.526
H -3.287 3.080 -0.249
H -2.059 -3.698 2.856
H 2.170 0.968 -6.806
H -8.901 -0.031 -2.387
O 3.367 -5.289 2.297
H 3.301 -0.936 -1.697
H 4.568 -2.616 -0.885
H -4.176 -5.351 4.868
C -6.942 4.539 1.573
H 6.182 0.171 -3.602
H -0.392 7.119 1.809
H 3.865 -7.143 2.980
C -1.740 3.444 1.059
C 1.681 4.199 -5.942
C -0.175 -0.998 3.487
C 3.806 1.153 -1.766
H 7.431 -0.152 3.983
O 7.562 1.470 -3.020
O 1.283 5.056 -3.595
H -0.099 3.524 -3.718
C 1.365 0.185 0.576
C -1.394 -6.467 3.530
H 3.138 4.730 -4.397
H -6.382 0.249 0.256
O 5.272 -0.678 -1.128
O -3.842 -1.987 -0.753
N 2.268 2.862 -5.810
C -7.431 1.920 -3.116
H -2.228 -0.933 -0.266
C -5.438 2.763 1.232
C -3.202 -2.702 4.048
H -6.271 5.210 1.029
H -8.681 0.303 0.090
C 6.122 -2.356 4.105
H -1.513 3.414 2.124
H 3.567 1.241 -0.708
H 5.017 2.804 -1.378
H 2.103 4.727 -6.800
H 0.593 -0.728 4.229
H 2.161 6.124 -5.031
N -3.051 -3.477 2.813
H -7.899 4.457 1.044
H -0.390 -6.073 3.395
O 0.640 0.583 -4.737
N -2.992 2.797 0.680
H 2.157 -4.795 3.995
Na 2.690 2.690 1.346
H -2.867 -0.820 4.955
H -0.985 2.997 0.406
C -2.449 -1.385 4.119
H -3.795 3.103 2.637
C -1.585 4.974 0.784
H -4.914 -4.440 2.706
H 1.477 3.038 -3.083
H -0.203 0.597 -6.586
H -1.877 7.561 0.965
H 6.216 -2.179 -0.192
H -1.812 -2.487 -1.137
N -6.916 -0.607 0.320
H 4.254 -3.054 4.793
H -4.500 -2.404 1.225
H 2.156 -6.958 2.586
N 4.178 -2.760 2.695
H 6.508 1.356 -4.923
C -2.465 -1.996 -0.415
O -2.210 -5.680 4.402
H 4.345 -0.521 -2.997
H 8.994 1.518 -4.530
C 6.417 1.208 -3.843
C -4.658 -1.734 0.374
C 2.164 5.076 -4.747
H -2.908 -3.261 4.948
H 0.303 3.870 -2.125
H 0.589 4.230 -5.993
C 2.717 -3.038 2.890
H -0.340 2.123 -5.730
C 0.331 1.284 -5.917
H -4.181 4.374 1.405
C -4.040 3.306 1.598
H 2.419 -2.563 3.829
H -6.510 1.626 -3.635
O -7.513 1.382 -1.821
H 6.022 -2.402 -1.923
H -2.300 -2.540 0.521
H -1.897 -6.626 2.575
H 2.115 -2.468 2.182
H 4.290 -3.345 1.871
C 4.172 -0.314 -1.935
```

Summary:
HOMO-LUMO gap   0.1979 Ha
Relative energy (zero: lowest compared OMol25 entry of this formula, charge and spin)   4.867 eV
Total energy   -88316.9788 eV
Net charge   +1
HOMO energy   -9.67 eV

Question: Look up the HOMO-LUMO gap of the first one.
Answer: 0.2121 Ha